Density functional theory data (ωB97M-V with the def2-TZVPD basis set) for a structure of composition C25H33Br2KN7SSe2.

Summary:
Net charge: -1
Energy in Ha: -12304.92992
Energy relative to the best compared isomer or geometry (same formula, charge and spin) in kcal/mol: 3.60
Orbital gap in eV: 6.767
Highest occupied orbital energy in eV: -4.60
LUMO in Ha: 0.07964
Spin multiplicity: 1
M in g mol⁻¹: 820.48

Each line ends with the Mulliken charge.
Element x y z (Å)
K -0.365 -1.612 2.672  0.7444
C 1.919 -5.103 0.640  -1.4395
C 0.784 -4.225 1.079  0.1730
N 0.577 -3.871 2.299  0.5792
N 1.493 -4.276 3.211  -0.9738
C 1.193 -4.042 4.473  0.2605
N 2.216 -4.378 5.325  -0.4860
S -0.252 -3.456 5.225  -0.5814
C -0.160 -3.698 0.061  0.6155
C 0.024 -3.990 -1.293  -0.5455
C -0.889 -3.524 -2.220  -0.6652
C -1.968 -2.772 -1.785  -0.5955
C -2.056 -2.495 -0.429  -0.5428
N -1.185 -2.933 0.469  0.1069
H 2.414 -5.505 1.518  0.3971
H 2.651 -4.523 0.071  0.2799
H 1.563 -5.923 0.011  0.3768
H 3.130 -4.422 4.902  0.2418
H 2.143 -4.004 6.254  0.2051
H 0.879 -4.568 -1.610  0.3523
H -0.758 -3.745 -3.272  0.4090
H -2.714 -2.397 -2.474  0.4732
H -2.863 -1.883 -0.038  0.5215
Br -3.602 -1.281 3.410  -0.0970
C -3.643 -3.156 3.882  -0.0061
Br -4.347 -4.256 2.464  -0.1233
H -4.295 -3.263 4.739  0.3197
H -2.620 -3.475 4.080  -0.1716
C -1.464 4.014 -2.767  -0.8997
C -2.586 3.105 -3.269  -0.5767
C -3.054 2.055 -2.261  -0.6385
C -2.130 0.857 -2.069  -0.7605
N -0.826 1.180 -1.516  1.1102
C -0.584 1.493 -0.217  -0.6956
Se -1.849 1.472 1.123  -0.3466
N 0.735 1.756 -0.099  1.2880
C 1.414 2.226 1.103  -0.6391
C 1.879 3.671 0.957  -0.6359
C 0.748 4.681 0.785  0.2274
C -0.092 4.870 2.044  -1.1933
C 1.362 1.536 -1.318  0.7372
C 2.696 1.598 -1.689  -0.8383
C 2.990 1.304 -3.009  -0.8962
C 1.991 0.961 -3.925  -0.8189
C 0.660 0.887 -3.547  -0.8224
C 0.368 1.169 -2.221  0.4890
H -1.363 4.893 -3.404  0.4369
H -0.498 3.513 -2.751  0.1148
H -1.678 4.358 -1.753  0.1978
H -2.283 2.613 -4.200  0.2606
H -3.447 3.729 -3.523  0.4156
H -4.015 1.644 -2.584  0.4576
H -3.226 2.526 -1.290  0.2462
H -1.944 0.376 -3.031  0.4885
H -2.597 0.125 -1.413  -0.1801
H 2.260 1.566 1.288  -0.5146
H 0.703 2.115 1.920  0.5457
H 2.571 3.739 0.115  0.2609
H 2.463 3.912 1.851  0.5268
H 0.103 4.365 -0.041  -0.3842
H 1.178 5.640 0.484  0.4587
H -0.656 3.969 2.282  0.1804
H -0.810 5.682 1.919  0.3748
H 0.543 5.114 2.899  0.3310
H 3.476 1.814 -0.971  0.3846
H 4.022 1.321 -3.332  0.4316
H 2.262 0.736 -4.948  0.4106
H -0.108 0.612 -4.256  0.3833
Se 2.823 -1.372 0.891  -0.2351
C 3.989 0.019 1.015  0.2245
N 4.705 0.932 1.065  -0.7350

Density functional theory data (ωB97M-V with the def2-TZVPD basis set) for a cluster of 7 separate species, C25H33ClO21Si in total.

Summary:
Net charge: 0
Energy in Ha: -3302.13976
SMILES: C[Si](C)(C)C1=C(Cl)C(=O)OC1=O.O=C1OCCO1.O=C1OCCO1.O=C1OCCO1.O=C1OCCO1.O=C1OCCO1.O=C1OCCO1
Orbital gap in eV: 8.152
Highest occupied orbital energy in eV: -9.04
LUMO in Ha: -0.03271
Spin multiplicity: 1
M in g mol⁻¹: 733.06

Each line ends with the Mulliken charge.
Element x y z (Å)
C 0.550 -1.986 3.198  -0.7147
Si -0.323 -0.609 2.319  0.2158
C -0.730 0.712 3.592  -1.0996
C 0.690 0.292 1.027  -1.0319
C -2.011 -1.037 1.567  0.3521
C -3.186 -1.273 2.152  0.4356
Cl -3.554 -1.516 3.780  -0.1487
C -4.275 -1.125 1.133  0.3875
O -5.361 -0.676 1.290  -0.5105
O -3.667 -1.193 -0.105  -0.2739
C -2.290 -1.237 0.130  0.2518
O -1.555 -1.680 -0.693  -0.4853
H 0.022 -2.225 4.124  0.3085
H 1.535 -1.599 3.468  0.2034
H 0.646 -2.875 2.573  0.2413
H 0.178 1.265 3.839  0.2002
H -1.461 1.427 3.203  0.3385
H -1.136 0.291 4.514  0.3222
H 0.679 1.365 1.230  0.3139
H 1.729 -0.044 1.019  0.3439
H 0.296 0.153 0.016  0.3601
C -4.445 1.199 -2.140  0.1952
C -5.545 0.475 -2.888  -0.3126
O -5.982 1.471 -3.823  -0.3668
C -4.978 2.351 -4.012  0.6313
O -4.950 3.174 -4.872  -0.5439
O -3.983 2.154 -3.111  -0.3873
H -3.640 0.537 -1.846  -0.1292
H -4.815 1.746 -1.272  0.3568
H -5.165 -0.381 -3.449  0.2187
H -6.368 0.157 -2.256  0.3283
C -1.822 0.823 -5.204  -0.2148
C -2.288 0.590 -6.628  -0.3480
O -2.185 -0.847 -6.734  -0.3557
C -2.272 -1.367 -5.492  0.5749
O -2.372 -2.521 -5.215  -0.5228
O -2.199 -0.397 -4.562  -0.2234
H -2.300 1.659 -4.704  0.2418
H -0.738 0.935 -5.136  0.2433
H -3.327 0.883 -6.783  0.2618
H -1.665 1.068 -7.377  0.3152
C 4.346 2.966 4.656  -0.0961
C 3.659 2.922 3.309  -0.2908
O 3.392 1.521 3.153  -0.2611
C 3.360 0.955 4.382  0.6475
O 3.001 -0.156 4.602  -0.5204
O 3.786 1.830 5.323  -0.3683
H 4.136 3.880 5.204  0.0274
H 5.426 2.829 4.583  0.2804
H 2.715 3.468 3.309  0.2254
H 4.280 3.284 2.494  0.3439
C 0.506 -5.513 -5.706  -0.3888
C 0.050 -4.534 -4.642  -0.2469
O 0.570 -5.133 -3.445  -0.1696
C 1.614 -5.927 -3.777  0.6266
O 2.359 -6.420 -2.993  -0.5001
O 1.691 -6.069 -5.118  -0.3621
H 0.744 -5.047 -6.657  0.3016
H -0.215 -6.316 -5.867  0.2960
H 0.503 -3.548 -4.759  0.2312
H -1.026 -4.422 -4.575  0.3174
C 4.596 7.734 5.837  -0.2790
C 3.480 7.894 6.854  -0.3162
O 2.335 7.468 6.109  -0.3287
C 2.745 6.654 5.114  0.6787
O 2.023 6.003 4.432  -0.5010
O 4.098 6.678 5.004  -0.3411
H 5.548 7.446 6.272  0.2918
H 4.731 8.626 5.224  0.2526
H 3.602 7.237 7.716  0.2609
H 3.343 8.916 7.196  0.2914
C 0.342 -4.827 -1.021  -0.0133
C 1.559 -4.498 -1.863  0.3968
O 2.411 -3.835 -0.915  -0.4529
C 2.066 -4.239 0.329  0.6480
O 2.694 -4.020 1.316  -0.5741
O 0.912 -4.944 0.292  -0.4142
H -0.142 -5.757 -1.305  0.3399
H -0.388 -4.018 -1.014  0.0745
H 2.066 -5.391 -2.229  -0.0680
H 1.344 -3.835 -2.696  -0.0126

Density functional theory data (ωB97M-V with the def2-TZVPD basis set) for a cluster of 3 separate species, C25H33ClO8 in total.

Summary:
Net charge: 0
Energy in Ha: -2034.44910
SMILES: CC[C@@H](Cl)C1=CC(=O)C(Cc2ccccc2C)=CC1=O.CCOC(=O)OC.CCOC(=O)OC
Orbital gap in eV: 8.161
Highest occupied orbital energy in eV: -8.90
LUMO in Ha: -0.02713
Spin multiplicity: 1
M in g mol⁻¹: 496.98

Each line ends with the natural charge from an NBO analysis.
Element x y z (Å)
C -1.193 8.007 4.466  -0.6194
C -0.038 7.445 3.535  -0.4131
C -0.570 7.106 2.068  -0.2162
Cl -0.674 8.560 0.998  -0.0371
C 0.347 5.967 1.517  -0.0709
C -0.107 4.895 0.809  -0.2466
C 0.972 3.835 0.382  0.5368
O 0.969 3.336 -0.712  -0.4808
C 2.057 3.542 1.484  -0.0443
C 2.609 2.114 1.817  -0.4582
C 1.671 1.039 1.156  -0.0582
C 2.224 0.293 0.020  -0.1901
C 1.423 -0.718 -0.672  -0.2240
C 0.075 -0.985 -0.191  -0.2265
C -0.485 -0.232 0.938  -0.2501
C 0.297 0.794 1.623  0.0673
C -0.348 1.605 2.807  -0.6652
C 2.520 4.621 2.171  -0.2638
C 1.892 6.016 1.822  0.5365
O 2.538 7.033 1.778  -0.4990
H -1.221 7.395 5.403  0.2141
H -1.038 9.091 4.696  0.2234
H -2.171 7.851 3.942  0.2063
H 0.868 8.094 3.483  0.2401
H 0.245 6.438 3.964  0.2034
H -1.584 6.645 2.237  0.2208
H -1.190 4.782 0.566  0.2383
H 3.686 1.961 1.572  0.2450
H 2.474 1.979 2.930  0.2302
H 3.268 0.517 -0.287  0.2156
H 1.874 -1.252 -1.542  0.2323
H -0.502 -1.765 -0.747  0.2241
H -1.537 -0.496 1.213  0.2216
H -1.172 2.226 2.349  0.2215
H 0.445 2.279 3.218  0.2159
H -0.817 0.944 3.576  0.2325
H 3.291 4.588 2.971  0.2348
C -4.818 -5.588 -2.852  -0.6402
C -5.411 -4.929 -1.622  -0.0705
O -4.654 -3.775 -1.232  -0.4961
C -4.835 -2.685 -1.986  0.9820
O -5.569 -2.590 -2.935  -0.6425
O -4.038 -1.718 -1.512  -0.4978
C -4.060 -0.521 -2.289  -0.2585
H -3.762 -5.818 -2.691  0.2107
H -5.350 -6.511 -3.089  0.2177
H -4.871 -4.930 -3.720  0.2275
H -5.368 -5.625 -0.783  0.1906
H -6.460 -4.667 -1.771  0.1936
H -5.077 -0.151 -2.422  0.1970
H -3.588 -0.699 -3.256  0.1907
H -3.484 0.234 -1.757  0.1977
C 3.875 -7.019 -4.086  -0.6402
C 4.740 -5.978 -3.405  -0.0703
O 3.943 -4.946 -2.809  -0.4956
C 3.329 -5.278 -1.668  0.9828
O 3.395 -6.342 -1.108  -0.6444
O 2.608 -4.224 -1.265  -0.4977
C 1.819 -4.473 -0.101  -0.2606
H 3.201 -6.546 -4.805  0.2110
H 4.492 -7.752 -4.607  0.2170
H 3.250 -7.549 -3.366  0.2269
H 5.371 -5.489 -4.149  0.1906
H 5.404 -6.426 -2.663  0.1932
H 2.427 -4.856 0.718  0.1969
H 1.014 -5.170 -0.340  0.1867
H 1.378 -3.526 0.210  0.2049

The lowest M belongs to which entry?
C25H33ClO8

Which of these has the lowest LUMO?
C25H33ClO21Si